C4H8NO4S2 as an isolated structure at a distorted geometry, computed with wB97M-V/def2-TZVPD.

Geometry as XYZ:
```
19
Properties=species:S:1:pos:R:3:forces:R:3:lowdin_charge:R:1
C 0.3718 -0.6190 -0.8006 1.686 -1.338 -2.459 -0.464
C -0.8892 -0.8263 1.0103 -0.249 0.650 -1.123 -0.075
C 3.1674 -0.3527 0.4810 0.556 -1.304 0.048 -0.087
C -3.2519 0.2436 -0.5590 0.969 -2.500 2.232 -0.027
N 0.0739 -1.4474 0.1654 -0.397 -1.543 0.745 0.069
O 1.8236 1.3871 -1.1799 1.309 -0.214 0.282 -0.201
O 0.9734 0.9797 1.0412 -1.220 1.515 4.094 -0.258
O -0.5251 0.4373 -1.0619 -1.396 -0.405 -0.742 -0.192
O -1.6819 1.8723 0.5806 0.689 1.116 1.259 -0.212
S 1.6909 0.5146 -0.0444 3.123 0.844 -3.183 0.715
S -1.5475 0.5507 0.1248 -2.736 -0.414 -0.043 0.908
H 0.9381 -0.9375 -1.7363 -1.234 0.019 1.025 0.197
H -1.0351 -1.0538 2.0386 -0.220 0.044 0.550 0.117
H 3.9959 0.3423 0.4910 0.085 0.532 -0.593 0.078
H 3.0113 -0.5261 1.5484 -0.316 -0.487 -0.213 0.079
H 3.4962 -1.3006 -0.0826 -1.004 1.555 0.657 0.128
H -3.6508 1.1899 -0.5674 -0.880 2.347 0.309 0.038
H -3.0660 -0.0084 -1.5550 -0.140 -1.221 -1.547 0.052
H -3.8950 -0.4458 0.1059 1.374 0.804 -1.298 0.133
```
Positions in Å, forces in eV/Å.

Energy ... -35612.86478 eV
Gap between HOMO and LUMO (alpha / beta) ... 9.54 / 7.14 eV
Multiplicity ... 3
Net charge ... +1

A 22-piece molecular cluster, C11H66NO21 overall at a distorted geometry, computed with wB97M-V/def2-TZVPD.

Geometry as XYZ:
```
99
Properties=species:S:1:pos:R:3:forces:R:3:lowdin_charge:R:1
C -3.4881 2.1479 0.9544 10.861 -0.241 0.467 -0.074
C -2.8391 1.6919 -0.3556 -0.949 -6.734 1.944 -0.132
C -1.5231 0.8349 0.0624 1.680 7.031 -3.089 -0.111
C -0.4571 0.8179 -1.1276 -2.406 0.987 -0.980 -0.075
N 0.8119 -0.0141 -0.9926 -1.424 0.587 1.525 -0.184
C 1.5069 -0.0311 -2.2706 -0.952 0.453 -2.011 -0.145
C 1.4079 -1.3651 -2.8866 -0.539 -3.225 -3.862 -0.138
C 1.0009 -2.2741 -1.7206 1.093 -2.303 -1.302 -0.153
C 0.3009 -1.3921 -0.7786 -3.477 -1.741 2.418 -0.136
C 1.6449 0.4709 0.1504 3.392 0.377 -1.000 -0.072
C 2.8429 -0.4161 0.5904 -1.124 0.836 -0.635 -0.188
C 3.4609 0.1229 1.8274 0.127 -3.864 0.470 -0.085
H -3.4371 1.5169 1.7794 0.499 -1.453 1.161 0.062
H -4.3331 2.2589 0.7034 -12.022 2.232 -2.656 -0.051
H -2.9961 3.0809 1.1874 -0.093 0.486 0.430 0.092
H -2.3921 2.3959 -0.8826 0.999 3.880 -2.663 0.044
H -3.6371 1.0489 -1.0206 2.392 1.594 1.578 0.138
H -1.7461 -0.0511 0.2594 -2.255 -7.622 2.306 0.007
H -1.1361 1.3889 0.9414 0.135 -0.529 -0.430 0.107
H -0.2201 1.8769 -1.0846 0.865 0.108 -0.977 0.126
H -0.9651 0.5149 -2.1906 1.183 0.707 2.747 0.192
H 2.4709 0.2829 -2.3196 3.292 0.593 1.586 0.090
H 1.1429 0.7509 -2.8866 -1.323 0.621 -0.610 0.132
H 2.3339 -1.8021 -3.3876 -0.479 1.023 1.148 0.125
H 0.7419 -1.5131 -3.8976 0.722 0.846 2.954 0.148
H 1.8619 -2.7471 -1.2796 0.934 0.414 0.451 0.106
H 0.5519 -3.2231 -2.1086 -0.828 1.208 0.504 0.134
H 0.0939 -1.6871 0.3254 1.795 0.536 -1.449 0.184
H -0.7891 -1.4421 -0.9696 0.498 0.540 -0.945 0.118
H 1.0379 0.7739 0.9444 -1.209 -0.222 1.296 0.091
H 2.2139 1.3889 -0.0866 -0.855 0.035 -0.759 0.146
H 3.5779 -0.6351 -0.1296 0.757 0.473 -1.675 0.105
H 2.5219 -1.3681 0.8484 -0.964 -1.982 0.513 0.087
H 3.5679 1.0909 1.9894 0.270 4.816 -0.170 0.013
H 4.4629 -0.2941 2.0314 -0.746 -0.365 0.063 0.098
H 2.7089 -0.1901 2.5244 0.348 -0.201 1.296 0.039
O -5.9771 -0.4321 -0.3406 0.396 0.398 0.620 -0.057
H -5.4031 -0.8801 -0.9766 0.089 -0.458 0.568 0.061
H -5.5411 -0.4191 0.5564 -0.090 -0.432 -1.292 0.045
O 3.7309 3.8379 1.1384 -1.261 -2.109 -4.654 -0.107
H 4.2339 3.3889 0.3154 -0.915 1.413 2.916 0.066
H 4.2479 4.0929 1.8484 2.149 0.528 1.627 -0.030
O 5.0659 0.7979 -3.2446 1.477 0.056 -3.283 -0.091
H 5.7569 0.9749 -3.9976 -1.306 -0.109 2.485 0.132
H 4.4169 0.3919 -3.8456 -0.263 -0.054 0.665 0.048
O -2.5271 -3.3841 -0.1396 -0.137 -2.292 -1.019 -0.080
H -2.5941 -4.2581 -0.6476 0.260 2.013 0.557 0.084
H -2.8511 -3.7071 0.7054 -0.052 0.396 0.452 0.026
O 5.1029 2.3299 -0.9276 -0.625 -0.087 -0.422 -0.088
H 5.9569 2.0459 -0.5586 -0.574 -0.220 -0.785 0.068
H 4.8459 1.8729 -1.7846 1.199 0.437 1.399 0.030
O 3.6389 1.4949 4.5974 -4.072 -3.236 -1.549 0.011
H 4.2169 2.1009 4.9034 2.601 3.421 1.869 0.005
H 2.7369 1.6059 4.9694 1.325 0.278 -0.057 0.086
O -4.6381 3.5359 3.4284 0.433 -0.589 -1.914 -0.030
H -4.1051 3.9139 2.6954 -0.527 -0.094 1.068 0.062
H -4.6231 4.0839 4.1884 0.255 1.011 0.863 0.047
O 4.7919 -0.9541 4.5834 -1.906 -1.277 -0.358 -0.115
H 4.4189 -0.1181 4.8964 0.162 -0.088 -0.223 0.004
H 3.9729 -1.4551 4.2064 1.852 0.918 1.054 0.057
O 2.3079 -2.2191 4.1414 0.513 3.480 -3.454 -0.036
H 2.0049 -2.5651 4.9164 -1.179 -1.664 3.426 0.002
H 1.8899 -1.2941 4.1004 0.492 -2.076 -0.067 0.044
O -5.8201 1.1559 3.3874 -1.324 -1.861 2.150 -0.081
H -6.0291 1.0109 4.3784 0.696 0.575 -2.576 0.118
H -5.2021 1.8739 3.3104 0.404 1.119 0.457 -0.033
O 6.4099 -1.9451 2.7584 0.120 1.215 0.793 -0.137
H 5.9899 -1.6221 3.6304 0.755 -0.314 -1.679 0.009
H 6.9529 -1.1841 2.4464 -0.594 -0.928 0.489 0.034
O 0.5239 -0.1421 3.5754 6.398 2.689 0.993 0.004
H -0.3221 -0.1811 3.3634 -6.416 -0.706 -1.373 -0.027
H 0.7309 0.8179 3.3674 -0.154 -1.763 0.311 0.067
O -6.2681 3.7529 -0.5236 -1.808 -2.834 3.134 -0.070
H -7.0811 3.5459 0.1204 2.644 1.470 -2.554 0.156
H -6.2401 4.5859 -0.9376 -0.825 1.722 -0.294 0.022
O 4.3219 -4.0441 -4.1186 7.678 4.714 2.345 0.006
H 3.5629 -4.4211 -4.1696 -7.996 -4.049 -0.802 -0.139
H 4.3179 -3.6851 -3.1896 0.366 -0.539 -1.471 0.076
O -4.4001 -0.8911 2.1674 0.700 -1.282 -0.893 -0.059
H -4.8161 -1.6831 2.5314 0.041 0.207 -0.059 0.062
H -4.8691 -0.1611 2.5464 -0.862 1.074 1.024 -0.038
O -5.8671 1.6959 -2.1986 1.674 -7.553 -0.495 -0.119
H -5.6641 0.8389 -1.4576 -1.463 3.571 -2.780 0.110
H -5.8661 2.3989 -1.6526 -0.276 4.023 3.051 -0.120
O -0.8451 2.6719 3.6824 1.469 0.605 -1.373 -0.116
H -0.4791 3.2069 2.8694 -0.459 -1.565 2.842 0.105
H -0.1371 2.3899 4.3324 -0.980 1.081 -1.445 0.051
O 0.0919 -3.2611 -5.6966 -0.497 5.480 -6.527 -0.008
H 0.2869 -3.9701 -5.2556 1.730 -6.504 4.703 -0.102
H 0.5159 -3.5261 -6.5886 -1.199 1.177 1.860 0.125
O -3.4571 0.7839 -3.8076 0.088 4.731 -0.420 -0.174
H -3.1211 1.4249 -4.5746 -1.135 -2.165 2.340 0.105
H -3.9241 1.5089 -3.1696 0.895 -2.636 -1.980 0.074
O -1.9881 -1.8241 -4.0316 2.114 -2.755 -0.821 -0.077
H -2.2651 -0.9401 -4.1276 -0.578 1.774 -0.507 -0.052
H -1.3451 -2.1091 -4.7666 -1.569 0.934 1.404 0.039
O 1.7359 -5.3201 -4.2946 0.113 3.708 0.269 0.025
H 2.0139 -6.0271 -4.7976 0.533 -2.805 -1.236 0.032
H 1.1669 -5.5211 -3.5836 -0.773 -1.080 0.984 0.045
```
Positions in Å, forces in eV/Å.

Energy ... -56951.86481 eV
Energy relative to the best compared isomer or geometry (same formula, charge and spin) ... 1.369 eV
Gap between HOMO and LUMO ... 9.28 eV
Net charge ... +1

A 2-piece molecular cluster, C5H13NO overall at a distorted geometry, computed with wB97M-V/def2-TZVPD.

Geometry as XYZ:
```
20
Properties=species:S:1:pos:R:3:forces:R:3:lowdin_charge:R:1
C 0.7914 -1.1343 0.6850 -0.370 0.433 0.642 -0.124
C 1.2440 -0.0166 -0.2542 -0.352 0.016 0.322 -0.276
C 0.0538 0.7343 -0.8348 0.075 0.933 -0.663 -0.137
C 0.2183 1.8807 -1.5891 0.437 -0.094 1.435 -0.387
C -0.1356 2.0241 -3.0317 -0.962 1.330 0.119 -0.040
N 0.9028 2.9252 -0.9803 0.934 -0.353 0.009 0.097
H 1.3666 -2.0572 0.6836 0.244 0.108 -0.192 0.064
H 0.7428 -0.7765 1.7217 0.113 -0.044 -0.140 0.069
H -0.2366 -1.3720 0.4335 -0.144 -0.354 -0.119 0.054
H 1.7395 -0.4426 -1.1316 0.115 -0.213 0.075 0.098
H 2.0158 0.6078 0.2132 -0.187 0.008 0.099 0.092
H -0.9857 0.4198 -0.7720 0.409 -1.257 -0.776 0.088
H -1.2068 2.1305 -3.2166 -0.091 -0.147 0.046 0.082
H 0.3128 2.9656 -3.3368 -0.035 0.137 -0.458 0.066
H 0.2405 1.2356 -3.6804 0.097 -0.143 0.386 0.081
H 1.1349 3.8635 -1.2553 -0.002 -0.352 -1.027 0.090
H 1.2710 2.7081 -0.0724 -0.281 -0.008 0.243 0.085
O -2.5051 -5.1765 4.7812 0.216 -0.545 0.277 -0.057
H -3.0752 -4.8567 4.0835 -0.028 0.378 -0.043 0.027
H -2.1212 -4.4316 5.2504 -0.186 0.167 -0.236 0.031
```
Positions in Å, forces in eV/Å.

Energy ... -8931.00554 eV
SMILES string ... CC/C=C(/C)N.O
Energy relative to the best compared isomer or geometry (same formula, charge and spin) ... 3.005 eV
Gap between HOMO and LUMO ... 7.51 eV

C4H6O2 as an isolated structure, computed with wB97M-V/def2-TZVPD.

Geometry as XYZ:
```
12
Properties=species:S:1:pos:R:3:forces:R:3:lowdin_charge:R:1
C -1.0515 -0.1214 -0.4383 -0.267 -0.116 -0.149 -0.043
C 0.4695 -0.2733 -0.5351 0.122 -0.040 0.019 -0.209
C 0.1059 1.1174 -0.1025 0.132 0.172 -0.235 -0.366
O 0.1598 1.5463 1.1356 -0.223 -0.041 0.058 -0.098
C 1.0032 -1.0373 0.6403 -0.136 -0.160 0.285 -0.217
O 0.3456 -1.2250 1.6364 0.378 -0.179 -0.484 0.067
H -1.5445 -0.9447 0.0859 0.250 0.344 0.258 0.119
H -0.8752 0.7293 0.7611 -0.423 0.212 -0.157 0.222
H -1.5690 0.1814 -1.3439 0.066 -0.033 0.157 0.100
H 0.9483 -0.4398 -1.4974 -0.063 0.049 0.155 0.140
H -0.0441 1.8415 -0.9201 0.168 -0.212 0.111 0.156
H 2.0520 -1.3743 0.5779 -0.003 0.002 -0.019 0.129
```
Positions in Å, forces in eV/Å.

Energy ... -8335.31282 eV
Energy relative to the best compared isomer or geometry (same formula, charge and spin) ... 5.148 eV
Gap between HOMO and LUMO ... 9.98 eV

What is the formula in the fourth record? C4H6O2

What is the formula in the second record? C11H66NO21

Copy entry 3 word for word.
A 2-piece molecular cluster, C5H13NO overall at a distorted geometry, computed with wB97M-V/def2-TZVPD.

Geometry as XYZ:
```
20
Properties=species:S:1:pos:R:3:forces:R:3:lowdin_charge:R:1
C 0.7914 -1.1343 0.6850 -0.370 0.433 0.642 -0.124
C 1.2440 -0.0166 -0.2542 -0.352 0.016 0.322 -0.276
C 0.0538 0.7343 -0.8348 0.075 0.933 -0.663 -0.137
C 0.2183 1.8807 -1.5891 0.437 -0.094 1.435 -0.387
C -0.1356 2.0241 -3.0317 -0.962 1.330 0.119 -0.040
N 0.9028 2.9252 -0.9803 0.934 -0.353 0.009 0.097
H 1.3666 -2.0572 0.6836 0.244 0.108 -0.192 0.064
H 0.7428 -0.7765 1.7217 0.113 -0.044 -0.140 0.069
H -0.2366 -1.3720 0.4335 -0.144 -0.354 -0.119 0.054
H 1.7395 -0.4426 -1.1316 0.115 -0.213 0.075 0.098
H 2.0158 0.6078 0.2132 -0.187 0.008 0.099 0.092
H -0.9857 0.4198 -0.7720 0.409 -1.257 -0.776 0.088
H -1.2068 2.1305 -3.2166 -0.091 -0.147 0.046 0.082
H 0.3128 2.9656 -3.3368 -0.035 0.137 -0.458 0.066
H 0.2405 1.2356 -3.6804 0.097 -0.143 0.386 0.081
H 1.1349 3.8635 -1.2553 -0.002 -0.352 -1.027 0.090
H 1.2710 2.7081 -0.0724 -0.281 -0.008 0.243 0.085
O -2.5051 -5.1765 4.7812 0.216 -0.545 0.277 -0.057
H -3.0752 -4.8567 4.0835 -0.028 0.378 -0.043 0.027
H -2.1212 -4.4316 5.2504 -0.186 0.167 -0.236 0.031
```
Positions in Å, forces in eV/Å.

Energy ... -8931.00554 eV
SMILES string ... CC/C=C(/C)N.O
Energy relative to the best compared isomer or geometry (same formula, charge and spin) ... 3.005 eV
Gap between HOMO and LUMO ... 7.51 eV